Here is a cluster of 2 separate species, C4H10O2 in total in a non-equilibrium geometry from the Open Molecules 2025 dataset. Energies are from ωB97M-V/def2-TZVPD.

As for the lowest unoccupied orbital energy: 0.736 eV. Its relative energy (zero: lowest compared OMol25 entry of this formula, charge and spin) is 42.9 kcal per mole. The total energy comes out at -8403.6877 eV. The HOMO energy is -9.15 eV. The structure (SMILES) is C=C(C)CO.O.

Atoms and positions in Å:
1 C -0.4035 1.1579 0.4304
2 C 0.3479 0.2556 -0.2094
3 C 0.5428 0.2838 -1.7019
4 C 1.2310 -0.6737 0.6070
5 O 0.7654 -0.9187 1.9151
6 H -1.0553 1.8542 -0.0951
7 H -0.4273 1.1973 1.5149
8 H -0.2896 0.7808 -2.2123
9 H 1.4510 0.8628 -1.9065
10 H 0.6739 -0.7065 -2.1530
11 H 1.4291 -1.6150 0.0665
12 H 2.1972 -0.1707 0.7269
13 H -0.1465 -1.2418 1.8639
14 O -2.1245 -0.5025 0.7486
15 H -1.3575 -0.5089 0.1317
16 H -2.8341 -0.0544 0.2733

Cartesian forces, eV/Å:
C 0.78 0.38 -0.22
C 0.55 0.86 0.19
C 0.06 0.02 -0.10
C 0.27 0.07 -0.26
O -0.23 -0.09 0.01
H 0.25 -0.08 -0.02
H -0.01 -0.05 -0.21
H 0.15 -0.03 0.13
H -0.07 -0.13 -0.17
H -0.03 0.09 0.18
H -0.17 0.18 0.03
H 0.03 -0.18 -0.01
H 0.16 0.08 0.08
O -0.66 -0.99 -0.18
H -1.11 0.08 0.53
H 0.04 -0.20 0.03

Atom charges from the Mulliken analysis, given in e for atoms 1 to 6: C -0.665; C 0.418; C -1.352; C -0.519; O -0.509; H 0.356


Here is a cluster of 6 separate species, C16H45NO8 in total in a non-equilibrium geometry from the Open Molecules 2025 dataset. Energies are from ωB97M-V/def2-TZVPD.

As for the lowest unoccupied orbital energy: 0.586 eV. The total energy comes out at -35184.9234 eV. The HOMO energy is -9.03 eV. The structure (SMILES) is COCCNCCOC.OCCO.CCO.CCO.CCO.CCO.

Atoms and positions in Å:
1 C 2.2546 1.8325 5.5286
2 O 3.0996 1.5075 4.3916
3 C 2.4166 0.7305 3.3926
4 C 3.3366 0.7255 2.1566
5 N 2.6346 0.1345 0.9976
6 C 3.0916 0.5535 -0.3034
7 C 2.5676 -0.3055 -1.3964
8 O 2.6516 0.2345 -2.5184
9 C 2.0166 -0.5565 -3.5494
10 H 2.7096 2.3625 6.3106
11 H 1.7746 1.0235 6.0366
12 H 1.5406 2.5135 5.1286
13 H 1.4696 1.2745 3.2206
14 H 2.2376 -0.2505 3.6776
15 H 4.1086 0.0515 2.3666
16 H 3.6906 1.7115 1.8396
17 H 1.8026 0.7045 0.9806
18 H 4.1586 0.2875 -0.2504
19 H 2.9146 1.6085 -0.5154
20 H 1.4946 -0.4495 -1.2964
21 H 3.1266 -1.2255 -1.3464
22 H 2.4806 -1.4475 -3.5864
23 H 2.3326 0.0415 -4.4314
24 H 0.9546 -0.7495 -3.3974
25 O 0.2036 3.6045 -2.6044
26 C 0.1086 2.2305 -2.3024
27 C -1.1374 1.6825 -2.5144
28 O -1.1774 0.2715 -2.1574
29 H 0.1006 3.7245 -3.5834
30 H 0.9226 1.7055 -2.7204
31 H 0.2696 2.1055 -1.2164
32 H -1.3534 1.7145 -3.5334
33 H -1.8224 2.3285 -1.9894
34 H -1.0134 0.1505 -1.1824
35 C -2.2244 2.7875 0.6026
36 C -1.6414 2.5435 1.8556
37 O -0.1914 2.4235 1.7006
38 H -3.3004 3.2135 0.6816
39 H -2.3974 1.7995 0.1516
40 H -1.7264 3.3725 -0.1264
41 H -2.0524 1.6435 2.3436
42 H -1.6494 3.3995 2.5656
43 H 0.1046 3.1355 1.1916
44 C -5.1914 -0.1155 1.1726
45 C -3.8634 -0.6675 0.8986
46 O -3.8174 -2.1165 0.9576
47 H -5.2064 0.8335 0.8146
48 H -5.6024 -0.2045 2.2256
49 H -5.9084 -0.6455 0.5556
50 H -3.2694 -0.3665 1.8226
51 H -3.3434 -0.3915 -0.0334
52 H -3.8804 -2.4255 -0.0104
53 C 0.6076 -3.7305 -2.7864
54 C -0.5484 -4.5945 -2.8014
55 O -1.4954 -3.9765 -3.6684
56 H 1.0376 -3.4635 -3.7554
57 H 1.3186 -4.2355 -2.1774
58 H 0.4046 -2.7885 -2.3614
59 H -1.0754 -4.7665 -1.8884
60 H -0.3544 -5.5325 -3.2174
61 H -1.4074 -4.3065 -4.5484
62 C 0.3876 -2.3005 0.6636
63 C -0.1814 -1.1085 1.2706
64 O -0.2754 -0.0655 0.3416
65 H 0.4126 -3.1765 1.2506
66 H 1.4576 -2.1405 0.3476
67 H -0.1664 -2.5755 -0.1784
68 H 0.4406 -0.7635 2.0976
69 H -1.1494 -1.3635 1.6776
70 H -0.2204 0.8415 0.7346

Cartesian forces, eV/Å:
C 0.03 -0.21 -2.08
O -0.01 -0.65 1.44
C 0.70 3.45 -0.70
C -1.31 0.16 -1.00
N -1.91 0.92 0.63
C 2.76 -0.60 0.63
C -2.20 -2.86 6.10
O 0.94 3.48 -8.43
C 0.40 4.17 -0.32
H 1.69 0.73 0.63
H -0.37 -1.09 -0.22
H -1.20 0.46 -0.13
H 0.09 -0.49 -0.39
H -0.42 -1.97 0.85
H 1.74 -0.53 0.44
H 0.21 0.16 0.74
H -1.08 -0.69 0.64
H 0.25 1.01 -0.52
H 0.21 0.26 -0.06
H -0.47 -0.97 1.39
H 0.02 -1.23 0.25
H 1.78 -3.37 -0.18
H -1.02 -0.71 0.08
H -0.20 0.66 0.08
O -0.36 0.79 -1.24
C 4.32 1.60 2.51
C -3.44 -2.99 0.07
O -0.31 1.10 0.40
H 0.17 -0.22 1.34
H 0.82 -0.75 -0.83
H 0.43 0.54 0.00
H -0.86 -0.06 -1.92
H -0.96 -0.19 0.19
H 0.08 0.15 -0.88
C -4.98 -0.57 -2.77
C 2.74 1.40 3.85
O -0.66 -3.05 1.14
H 1.67 -0.52 0.05
H 0.08 0.25 -0.38
H 0.85 0.88 -0.30
H 0.55 0.35 -0.11
H -0.97 -0.49 -0.22
H 0.63 1.85 -1.24
C -2.12 -2.48 0.76
C 2.42 -1.39 2.21
O -0.30 -0.29 -2.47
H -0.26 3.27 -0.58
H 0.98 0.18 -1.12
H -0.38 -0.17 -0.20
H 0.10 -0.16 -1.41
H -0.47 0.55 0.41
H 0.10 0.52 2.34
C 1.76 0.32 0.26
C -2.00 0.68 -1.79
O -1.41 0.58 0.48
H -0.15 -0.70 -0.16
H 1.30 -0.07 0.52
H -0.46 1.11 0.84
H 0.06 0.18 1.00
H 0.72 -1.81 -0.41
H 0.17 -0.33 -0.74
C 2.86 -0.16 -1.11
C -0.13 0.72 1.96
O -0.41 1.34 -0.75
H -0.22 -0.78 1.30
H -1.09 0.02 0.22
H -0.92 -0.33 -1.61
H 0.02 -0.10 0.16
H -0.60 0.12 0.15
H 0.01 -0.96 0.20

Atom charges from the Mulliken analysis, given in e for atoms 1 to 6: C -0.772; O -0.422; C -0.019; C -0.637; N 0.186; C -0.711


Here is the ion C7H14N with charge +1 in a non-equilibrium geometry from the Open Molecules 2025 dataset. Energies are from ωB97M-V/def2-TZVPD.

As for the lowest unoccupied orbital energy: -3.283 eV. Its relative energy (zero: lowest compared OMol25 entry of this formula, charge and spin) is 64.9 kcal per mole. As for the net charge: +1. The total energy comes out at -8966.2630 eV. The HOMO energy is -13.46 eV. The structure (SMILES) is C[NH2+]C1(C)C(C)=C1C.

Atoms and positions in Å:
1 C 1.5711 0.3571 1.6835
2 N 1.4975 -0.1818 0.3598
3 C 0.2810 0.2364 -0.4843
4 C 0.8232 1.1827 -1.5776
5 C -1.0309 0.1186 0.2267
6 C -1.9002 0.7377 1.2086
7 C -0.9004 -0.8880 -0.6496
8 C -1.3572 -2.1198 -1.3275
9 H 1.3411 1.4269 1.5479
10 H 0.9937 -0.1285 2.4220
11 H 2.5666 0.5323 1.9469
12 H 1.5335 -1.3222 0.5316
13 H 2.3144 -0.0806 -0.2622
14 H 0.0938 1.2249 -2.3249
15 H 1.6667 0.7698 -1.9678
16 H 0.9988 2.1815 -1.0363
17 H -2.8969 0.8415 0.8245
18 H -1.5309 1.7961 1.3745
19 H -1.6425 0.3429 2.1655
20 H -1.4429 -1.8581 -2.3639
21 H -2.3989 -2.3101 -1.0053
22 H -0.5806 -2.8592 -1.2921

Cartesian forces, eV/Å:
C 0.37 3.63 -0.58
N 0.16 -5.83 -1.00
C -1.84 -2.43 -0.55
C -2.21 1.55 4.24
C 0.87 -2.19 -2.91
C 1.59 2.99 0.01
C 2.05 3.60 2.21
C -0.64 1.59 -0.05
H -0.93 -0.30 0.47
H -0.64 -0.55 0.45
H 1.81 -0.83 0.85
H -0.52 3.35 -0.93
H -0.04 0.53 0.85
H -1.06 0.60 -1.14
H 2.63 -0.85 -1.22
H -0.04 -1.16 -1.40
H -0.70 -0.53 0.60
H -0.49 -0.80 -0.47
H -1.00 -0.83 0.86
H -0.06 0.05 -0.85
H 0.87 -0.70 0.14
H -0.19 -0.88 0.42

Atom charges from the Mulliken analysis, given in e for atoms 1 to 6: C -0.937; N -0.184; C 0.378; C -1.507; C 0.481; C -1.182


Here is a structure of composition C26H23AlCl5F2N6O2Se2 from the Open Molecules 2025 dataset. Energies are from ωB97M-V/def2-TZVPD.

As for the lowest unoccupied orbital energy: 1.803 eV. Its relative energy (zero: lowest compared OMol25 entry of this formula, charge and spin) is 3.0 kcal per mole. As for the net charge: -1. The total energy comes out at -245714.4052 eV. The HOMO energy is -5.39 eV.

Atoms and positions in Å:
1 Al 0.1292 0.1856 -3.4193
2 Cl -6.7964 1.0900 -0.9086
3 C -5.2490 0.7383 -1.5850
4 C -4.2439 1.6989 -1.5777
5 Cl -4.5282 3.2395 -0.8583
6 C -2.9991 1.4125 -2.1183
7 Cl -1.7282 2.5698 -2.0938
8 C -2.7115 0.1509 -2.6493
9 O -1.5221 -0.1704 -3.0822
10 C -3.7407 -0.8002 -2.6692
11 Cl -3.3812 -2.3528 -3.3144
12 C -4.9912 -0.5123 -2.1421
13 Cl -6.2265 -1.7134 -2.1618
14 C -3.2984 1.6174 3.4179
15 C -1.8336 1.4015 3.7804
16 C -0.8952 2.3744 3.0678
17 C -0.7303 2.0836 1.5801
18 N 0.0405 0.8724 1.3396
19 C -0.4495 -0.3099 0.8727
20 Se -2.2016 -0.7695 0.6316
21 N 0.6176 -1.1192 0.6333
22 C 0.5258 -2.4463 0.0373
23 C 0.2451 -3.5368 1.0647
24 C 1.3951 -3.8070 2.0333
25 C 2.5579 -4.5521 1.3851
26 C 1.7899 -0.4615 0.9600
27 C 3.1193 -0.8442 0.8791
28 C 4.0703 0.0870 1.2685
29 C 3.7041 1.3585 1.7140
30 C 2.3721 1.7411 1.7913
31 C 1.4233 0.8076 1.4065
32 H -3.9420 0.9200 3.9558
33 H -3.4701 1.4542 2.3533
34 H -3.6158 2.6329 3.6687
35 H -1.5471 0.3754 3.5315
36 H -1.7030 1.5119 4.8605
37 H 0.0902 2.3572 3.5426
38 H -1.2755 3.3957 3.1702
39 H -0.2131 2.9016 1.0734
40 H -1.6933 1.9428 1.0907
41 H 1.4522 -2.6256 -0.5080
42 H -0.2880 -2.4072 -0.6882
43 H 0.0122 -4.4506 0.5091
44 H -0.6581 -3.2525 1.6091
45 H 1.0194 -4.3975 2.8733
46 H 1.7440 -2.8634 2.4636
47 H 2.2351 -5.5372 1.0418
48 H 3.3841 -4.6886 2.0847
49 H 2.9434 -4.0317 0.5068
50 H 3.4063 -1.8185 0.5097
51 H 5.1185 -0.1676 1.1938
52 H 4.4747 2.0661 1.9889
53 H 2.0901 2.7366 2.1048
54 Se 2.5299 -3.9149 -3.0751
55 C 1.6006 -2.4458 -3.3388
56 N 0.9741 -1.4736 -3.5132
57 F 0.0294 2.5152 -5.0294
58 C 0.4560 1.1932 -5.1151
59 F -0.2331 0.6472 -6.1935
60 H 1.5029 1.2452 -5.4424
61 O 1.0095 1.0506 -2.0936
62 N 2.3295 1.0632 -2.1090
63 C 2.8205 2.1213 -1.5557
64 C 1.9884 3.1838 -1.0541
65 N 1.3314 4.0430 -0.6676
66 C 4.2465 2.2749 -1.5184
67 N 5.3869 2.4092 -1.5137

Cartesian forces, eV/Å:
Al 0.11 -0.16 -0.03
Cl 0.01 0.00 0.00
C -0.01 -0.01 0.01
C 0.00 0.03 0.02
Cl 0.01 -0.01 -0.02
C -0.01 0.04 0.00
Cl 0.00 0.01 0.03
C -0.02 -0.01 0.07
O 0.00 -0.03 -0.03
C 0.03 0.00 -0.01
Cl 0.01 0.01 0.01
C -0.01 0.00 0.00
Cl 0.00 0.00 0.00
C 0.01 0.01 0.00
C 0.00 0.02 -0.01
C -0.02 -0.03 0.00
C 0.00 0.05 0.05
N -0.02 -0.03 -0.09
C 0.05 0.00 0.00
Se -0.06 0.03 0.01
N -0.02 -0.06 0.01
C -0.09 -0.05 0.01
C 0.01 0.01 -0.01
C 0.00 -0.01 -0.03
C -0.02 0.00 -0.01
C 0.01 0.10 -0.03
C 0.00 0.02 -0.03
C 0.00 0.02 -0.06
C 0.00 0.00 0.02
C 0.02 0.03 -0.03
C 0.00 -0.06 -0.03
H 0.00 -0.01 0.00
H 0.00 0.00 0.01
H 0.00 0.01 0.01
H 0.00 0.00 0.01
H 0.00 0.00 0.00
H 0.00 0.01 -0.01
H 0.00 0.00 0.01
H -0.03 -0.03 0.01
H 0.00 0.01 -0.01
H 0.02 -0.01 -0.01
H 0.04 -0.01 -0.01
H -0.02 -0.01 0.03
H 0.00 -0.02 -0.02
H -0.01 0.01 0.00
H 0.00 0.02 0.00
H 0.01 -0.02 0.02
H 0.01 0.00 -0.01
H 0.01 0.03 -0.01
H 0.01 -0.02 -0.01
H 0.02 0.00 0.02
H 0.01 0.00 0.00
H -0.01 0.01 0.03
Se 0.07 -0.10 0.06
C -0.12 0.15 -0.09
N 0.05 0.01 0.11
F 0.02 0.03 0.00
C 0.09 -0.01 -0.03
F -0.03 -0.03 0.00
H -0.02 0.03 0.00
O -0.20 -0.01 0.09
N 0.01 0.10 -0.01
C 0.04 0.01 -0.06
C 0.00 -0.02 0.02
N 0.02 0.02 0.03
C -0.01 -0.13 -0.05
N 0.02 0.05 0.06

Atom charges from the Mulliken analysis, given in e for atoms 1 to 6: Al -1.388; Cl -0.226; C 0.237; C 0.036; Cl -0.193; C 0.605


Here is a structure of composition C12H25ClI2NP2Ti in a non-equilibrium geometry from the Open Molecules 2025 dataset. Energies are from ωB97M-V/def2-TZVPD.

As for the lowest unoccupied orbital energy (spin up / spin down): -8.456 / -8.064 eV. Its relative energy (zero: lowest compared OMol25 entry of this formula, charge and spin) is 41.7 kcal per mole. As for the net charge: +2. Its spin multiplicity is 2. The total energy comes out at -84743.0187 eV. The HOMO energy (spin up / spin down) is -13.56 / -13.56 eV.

Atoms and positions in Å:
1 I 0.1765 -0.4125 -6.3677
2 I 0.1765 2.2544 -6.6626
3 Ti 0.1628 1.3774 -0.1070
4 P -2.1508 1.3986 0.0299
5 C -3.0985 1.2178 -1.5278
6 C -2.8359 0.0798 1.1007
7 H -3.9221 0.1784 1.2040
8 H -3.9179 2.8612 0.8915
9 H -2.3570 0.1564 2.0802
10 H -2.3516 3.0820 1.7374
11 H -2.8339 0.2702 -2.0050
12 H -2.5950 -0.8955 0.6693
13 C -2.8318 2.9310 0.7671
14 H -4.1765 1.2409 -1.3373
15 H -2.5896 3.7795 0.1216
16 H -2.8324 2.0297 -2.2101
17 P 2.4755 1.3864 0.0466
18 C 3.4337 1.2036 -1.5043
19 C 3.1588 2.9139 0.7919
20 H 2.6613 0.1404 2.0967
21 H 4.2320 0.1543 1.2304
22 H 2.9020 -0.9111 0.6861
23 C 3.1460 0.0622 1.1201
24 H 2.6704 3.0668 1.7577
25 H 4.2432 2.8375 0.9264
26 H 4.5104 1.2235 -1.3061
27 H 3.1748 2.0166 -2.1881
28 H 2.9278 3.7645 0.1451
29 H 3.1698 0.2570 -1.9838
30 Cl 0.1554 1.6571 2.2624
31 C -0.7163 -4.8841 0.8474
32 C -0.4183 -3.4368 0.5854
33 C 0.0728 -2.6532 1.6214
34 C 0.2988 -1.2986 1.4141
35 N 0.0544 -0.7066 0.1993
36 C -0.3973 -1.4729 -0.8380
37 C -0.6450 -2.8432 -0.6650
38 H 0.2066 -5.4090 1.1722
39 H -1.4715 -4.9601 1.6615
40 H -1.1239 -5.3892 -0.0520
41 H 0.2571 -3.0822 2.6017
42 H 0.6427 -0.7526 2.2662
43 H -0.6116 -1.0063 -1.7904
44 H -1.0343 -3.4284 -1.4874

Cartesian forces, eV/Å:
I 0.00 0.36 0.01
I 0.00 -0.36 0.08
Ti -0.04 -0.61 2.52
P -4.36 0.17 0.28
C 0.31 -0.01 -0.09
C 0.32 0.01 -0.04
H 0.23 0.08 -0.08
H 0.22 -0.06 -0.08
H -0.16 -0.04 -0.04
H -0.16 0.05 -0.07
H -0.15 0.06 -0.02
H -0.14 0.06 0.08
C 0.37 0.01 -0.04
H 0.21 -0.01 0.03
H -0.11 0.00 0.09
H -0.12 -0.06 0.01
P 4.39 0.06 0.24
C -0.30 -0.03 -0.09
C -0.39 0.02 -0.02
H 0.24 -0.01 -0.05
H -0.23 0.08 -0.08
H 0.14 0.07 0.06
C -0.33 -0.01 -0.07
H 0.16 0.05 -0.07
H -0.21 -0.07 -0.09
H -0.21 0.00 0.03
H 0.12 -0.06 0.01
H 0.11 -0.01 0.09
H 0.12 0.06 -0.01
Cl -0.05 0.54 -1.94
C -0.27 -0.40 -0.18
C -0.23 -0.55 -0.27
C 0.09 0.92 -0.34
C -0.55 -1.38 -0.87
N 0.19 -0.21 -0.06
C 0.01 -1.29 1.41
C 0.26 1.04 0.11
H -0.57 0.26 -0.14
H 0.54 -0.03 -0.46
H 0.30 0.28 0.58
H 0.00 0.09 -0.12
H 0.08 0.68 -0.20
H 0.10 0.21 -0.08
H 0.05 0.04 -0.02

Atom charges from the Mulliken analysis, given in e for atoms 1 to 6: I -0.013; I 0.015; Ti -0.531; P 1.085; C -1.229; C -1.045


Here is an isolated molecule of C4H10N2S in a non-equilibrium geometry from the Open Molecules 2025 dataset. Energies are from ωB97M-V/def2-TZVPD.

As for the lowest unoccupied orbital energy: 0.777 eV. Its relative energy (zero: lowest compared OMol25 entry of this formula, charge and spin) is 83.8 kcal per mole. The total energy comes out at -18121.9528 eV. The HOMO energy is -8.37 eV. The structure (SMILES) is NC[C@@H]1[C@@H](N)[C@@H]1S.

Atoms and positions in Å:
1 N 1.2268 -1.3792 -0.9212
2 C -0.2491 -1.4616 -0.7661
3 C -0.8752 -0.1274 -0.2723
4 C 0.0388 1.0709 -0.1091
5 N -0.7064 2.2260 -0.3189
6 C -0.4366 0.2534 1.0782
7 S 0.7067 -0.7268 2.1460
8 H 1.8691 -0.8230 -0.0180
9 H 1.3813 -2.5214 -0.9847
10 H -0.4174 -2.2235 0.1986
11 H -0.6188 -1.8608 -1.7047
12 H -1.9642 -0.0348 -0.4244
13 H 1.0628 0.9209 -0.6214
14 H -0.7261 2.3505 -1.4057
15 H -0.4951 3.1892 0.0572
16 H -1.1929 0.6941 1.6259
17 H 1.3963 0.4533 2.4406

Cartesian forces, eV/Å:
N 2.00 -1.88 1.23
C 0.75 -0.13 3.88
C 0.40 -2.39 -0.79
C 0.70 -1.52 -0.36
N -0.94 3.69 -3.41
C 2.15 -0.52 -0.01
S 0.03 1.93 -0.17
H -3.00 -3.07 -3.20
H 0.77 4.02 0.56
H -0.33 1.36 -2.62
H -0.36 -0.01 0.12
H 0.81 0.31 -0.25
H -1.53 0.32 1.34
H -0.31 0.02 2.67
H 0.47 -1.90 -0.16
H -1.16 1.08 1.19
H -0.46 -1.32 0.00

Atom charges from the Mulliken analysis, given in e for atoms 1 to 6: N -0.713; C -0.637; C 0.018; C 0.039; N -0.565; C -0.857